# 1
A cluster of 3 separate species, C31H21O9S in total in a non-equilibrium geometry, computed with the ωB97M-V functional and the def2-TZVPD basis.

Output
E_tot: -61753.07942 eV
E_LUMO: -0.02 eV
ΔE to the lowest compared entry with this formula, charge and spin: 83.3 kJ/mol
total charge: -1
HOMO level: -0.186 Ha

Element x y z (Å)
1 C 0.060 -6.768 1.885
2 C 1.203 -6.855 0.836
3 O 1.197 -7.798 0.083
4 O 2.197 -5.918 0.659
5 C 2.349 -5.030 1.774
6 S 3.278 -5.783 3.195
7 O 2.768 -7.125 3.514
8 O 3.184 -4.797 4.299
9 O 4.755 -5.768 2.721
10 H 0.404 -6.619 2.935
11 H -0.712 -6.007 1.579
12 H -0.480 -7.751 1.865
13 H 3.019 -4.202 1.422
14 H 1.404 -4.528 2.103
15 C 6.869 -1.113 0.949
16 C 7.615 0.014 0.611
17 C 7.006 1.088 -0.021
18 C 5.650 1.037 -0.328
19 C 4.908 -0.102 -0.010
20 C 5.519 -1.171 0.639
21 C 3.472 -0.193 -0.375
22 O 2.829 -1.183 -0.094
23 C 2.842 0.943 -1.095
24 C 1.513 0.850 -1.495
25 C 0.911 1.911 -2.156
26 C 1.634 3.073 -2.414
27 C 2.961 3.167 -2.022
28 C 3.572 2.100 -1.371
29 C 5.004 2.199 -0.988
30 O 5.637 3.213 -1.216
31 H 7.343 -1.948 1.451
32 H 8.673 0.053 0.843
33 H 7.590 1.964 -0.277
34 H 4.944 -2.052 0.900
35 H 0.945 -0.051 -1.294
36 H -0.124 1.834 -2.471
37 H 1.161 3.904 -2.924
38 H 3.521 4.072 -2.229
39 C -3.137 5.441 0.595
40 C -4.195 5.555 1.492
41 C -5.233 4.635 1.464
42 C -5.223 3.604 0.530
43 C -4.174 3.504 -0.385
44 C -3.126 4.419 -0.342
45 C -4.173 2.439 -1.419
46 O -3.258 2.349 -2.214
47 C -5.314 1.490 -1.470
48 C -5.357 0.521 -2.468
49 C -6.412 -0.378 -2.516
50 C -7.424 -0.319 -1.562
51 C -7.388 0.648 -0.569
52 C -6.339 1.561 -0.525
53 C -6.330 2.614 0.521
54 O -7.215 2.670 1.352
55 H -2.322 6.155 0.624
56 H -4.208 6.362 2.216
57 H -6.051 4.725 2.168
58 H -2.303 4.337 -1.042
59 H -4.571 0.469 -3.211
60 H -6.446 -1.128 -3.297
61 H -8.244 -1.027 -1.597
62 H -8.180 0.693 0.169

Atoms 1-3, force components in eV/Å:
-0.364 0.083 0.192
-0.149 -1.031 -0.423
0.054 0.415 -0.029


# 2
The molecule C11H14N6O3S in a non-equilibrium geometry, computed with the ωB97M-V functional and the def2-TZVPD basis.

Output
E_tot: -37543.63823 eV
E_LUMO: -0.48 eV
HOMO level: -0.251 Ha

Element x y z (Å)
1 C -2.995 -2.891 -1.070
2 C -3.051 -1.415 -1.401
3 N -2.011 -0.626 -0.734
4 C -2.144 0.829 -0.724
5 C -0.960 1.360 -0.031
6 N -0.166 0.160 0.142
7 C -0.830 -0.979 -0.246
8 S -0.319 -2.570 -0.187
9 C -1.589 -3.401 -1.302
10 H -3.282 -3.053 -0.035
11 H -3.693 -3.470 -1.688
12 H -3.040 -1.325 -2.523
13 H -4.073 -1.046 -1.139
14 H -2.226 1.215 -1.756
15 H -3.098 1.123 -0.243
16 H -0.307 1.972 -0.625
17 H -1.174 1.777 0.955
18 H -1.536 -4.471 -1.068
19 H -1.281 -3.259 -2.354
20 C 3.959 1.395 -1.649
21 O 3.979 2.164 -0.422
22 C 3.042 1.789 0.454
23 N 3.184 2.483 1.630
24 C 2.315 1.991 2.532
25 N 2.336 2.308 3.886
26 O 1.350 1.515 4.394
27 N 0.689 0.768 3.296
28 O -0.285 0.051 3.608
29 C 1.217 1.154 2.182
30 C 1.032 0.608 0.865
31 N 2.148 0.886 -0.001
32 H 4.690 1.854 -2.314
33 H 4.246 0.363 -1.427
34 H 2.959 1.418 -2.093
35 H 0.911 -0.677 1.089

Atoms 1-3, force components in eV/Å:
0.431 0.014 0.259
-1.150 -0.099 -0.889
-0.959 0.339 -0.548


# 3
A structure of composition C20H23BrCrN4O7P in a non-equilibrium geometry, computed with the ωB97M-V functional and the def2-TZVPD basis.

Output
2S+1: 2
E_tot: -149160.71039 eV
E_LUMO (alpha / beta): -1.29 / -0.81 eV
ΔE to the lowest compared entry with this formula, charge and spin: 49.2 kJ/mol
HOMO level (alpha / beta): -0.323 / -0.320 Ha

Element x y z (Å)
1 Cr 0.482 1.121 0.379
2 O -2.895 0.375 2.585
3 C -1.767 0.703 2.286
4 O -1.318 0.806 1.093
5 C -0.712 0.838 3.422
6 C 0.302 -0.294 3.177
7 C 1.155 -0.502 4.437
8 C 2.124 0.690 4.345
9 C 1.586 1.406 3.101
10 O 1.209 0.310 2.257
11 C 0.232 2.063 3.418
12 C -0.112 3.137 2.337
13 O -0.747 4.117 2.651
14 O 0.382 2.885 1.187
15 H -1.262 0.741 4.359
16 H -0.122 -1.203 2.747
17 H 1.678 -1.456 4.401
18 H 0.537 -0.476 5.331
19 H 3.146 0.360 4.162
20 H 2.112 1.320 5.231
21 H 2.304 2.051 2.589
22 H 0.230 2.577 4.382
23 Br -2.357 2.856 -0.688
24 C -0.873 2.710 -1.832
25 C -0.945 3.286 -3.094
26 C 0.157 3.207 -3.931
27 C 1.291 2.556 -3.468
28 C 1.261 1.984 -2.209
29 N 0.193 2.040 -1.391
30 C 2.465 1.290 -1.595
31 O 3.449 1.041 -2.267
32 O 2.279 1.027 -0.361
33 H -1.856 3.782 -3.390
34 H 0.130 3.644 -4.915
35 H 2.196 2.462 -4.047
36 C -0.389 -2.697 -3.265
37 N 0.406 -3.243 -2.179
38 C -0.459 -4.019 -1.304
39 N -1.590 -3.256 -0.799
40 C -2.339 -2.713 -1.917
41 N -1.516 -1.905 -2.799
42 C -1.093 -0.680 -2.167
43 P -0.028 -0.979 -0.653
44 C 1.125 -2.213 -1.462
45 C -1.181 -2.228 0.128
46 H -0.781 -3.531 -3.854
47 H 0.249 -2.081 -3.905
48 H 0.126 -4.397 -0.461
49 H -0.846 -4.869 -1.874
50 H -3.165 -2.109 -1.537
51 H -2.740 -3.546 -2.500
52 H -1.980 -0.110 -1.863
53 H -0.523 -0.093 -2.901
54 H 1.742 -2.685 -0.689
55 H 1.790 -1.684 -2.155
56 H -2.067 -1.701 0.500
57 H -0.672 -2.712 0.968

Atoms 1-3, force components in eV/Å:
0.626 0.411 1.843
-0.256 0.073 -0.329
0.324 -0.183 2.139